(1)
The following is a DFT calculation (ωB97M-V with the def2-TZVPD basis set) of C31H52F12MgNO17Ti as an isolated structure at a distorted geometry.

## Properties
HOMO (alpha / beta)	-7.37 / -7.51	eV
gap between HOMO and LUMO (alpha / beta)	0.238 / 0.223	hartree
multiplicity	4

Each line ends with the Löwdin spin population.
Cartesian coordinates (Å):
Mg1 -0.594 -3.570 2.079  0.0984
Ti1 -2.713 -1.714 3.978  2.6094
C1 2.075 -2.449 4.223  0.0005
C2 1.859 -3.948 3.891  -0.0002
O1 1.200 -4.334 2.682  0.0178
H1 2.203 -2.428 5.305  0.0000
H2 1.252 -1.769 4.003  0.0004
H3 2.876 -1.993 3.640  0.0001
H4 1.292 -4.537 4.613  0.0002
H5 2.824 -4.452 3.954  0.0004
C3 -0.975 -3.187 -1.803  0.0000
C4 -0.651 -4.524 -1.153  0.0005
O2 -0.672 -4.489 0.275  0.0084
H6 -1.998 -2.813 -1.757  0.0000
H7 -0.678 -3.136 -2.850  0.0000
H8 -0.280 -2.406 -1.495  0.0000
H9 0.364 -4.744 -1.484  0.0004
H10 -1.278 -5.317 -1.561  0.0000
C5 -1.284 -0.111 0.169  0.0008
C6 -0.406 -0.447 1.364  0.0044
C7 0.075 0.813 2.233  0.0020
O3 -0.950 -1.508 2.093  0.0598
H11 -2.102 0.590 0.333  0.0001
H12 -1.824 -0.981 -0.204  0.0000
H13 -0.716 0.341 -0.644  0.0002
H14 0.459 -0.909 0.888  0.0002
H15 0.514 1.603 1.624  0.0002
H16 0.822 0.457 2.943  0.0000
H17 -0.753 1.243 2.795  0.0012
C8 4.675 3.588 4.074  0.0000
C9 4.339 2.166 3.711  0.0000
O4 5.120 1.727 2.626  0.0000
C10 4.619 1.409 1.458  0.0000
O5 3.435 1.510 1.151  0.0000
C11 5.715 1.016 0.430  0.0000
F1 6.924 1.294 0.945  0.0000
F2 5.697 -0.321 0.148  0.0000
F3 5.505 1.677 -0.696  0.0000
H18 4.313 4.247 3.285  0.0000
H19 5.735 3.804 4.208  0.0000
H20 4.246 4.166 4.892  0.0000
H21 3.277 2.137 3.468  0.0000
H22 4.488 1.439 4.510  0.0000
C12 -5.479 -3.630 0.962  0.0044
C13 -4.345 -2.795 0.255  0.0040
O6 -4.691 -1.404 0.191  0.0084
C14 -4.931 -0.718 1.408  0.0187
O7 -4.443 -1.062 2.452  0.0655
C15 -5.668 0.617 1.252  0.0014
F4 -5.016 1.634 1.833  0.0013
F5 -6.017 0.870 0.031  0.0000
F6 -6.844 0.576 1.845  0.0011
H23 -6.370 -3.565 0.338  0.0001
H24 -5.696 -3.361 1.995  0.0045
H25 -5.161 -4.668 1.064  0.0002
H26 -4.247 -2.956 -0.819  0.0001
H27 -3.418 -2.983 0.797  0.0049
C16 -0.989 3.081 -3.354  0.0000
C17 -0.308 3.617 -4.621  0.0000
O8 -1.256 4.032 -5.620  0.0000
C18 -0.639 4.664 -6.709  0.0000
O9 0.555 4.658 -7.003  0.0000
C19 -1.690 5.399 -7.618  0.0000
F7 -1.142 6.155 -8.623  0.0000
F8 -2.368 4.417 -8.059  0.0000
F9 -2.361 6.202 -6.834  0.0000
H28 -1.195 3.837 -2.596  0.0000
H29 -0.484 2.207 -2.944  0.0000
H30 -1.984 2.707 -3.596  0.0000
H31 0.318 2.904 -5.157  0.0000
H32 0.348 4.451 -4.373  0.0000
C20 -4.394 -1.839 -3.436  0.0000
C21 -2.915 -1.515 -3.870  0.0000
O10 -2.739 -0.489 -4.908  0.0000
C22 -1.479 -0.440 -5.612  0.0000
O11 -0.505 -1.241 -5.506  0.0000
C23 -1.504 0.589 -6.818  0.0000
F10 -1.906 -0.020 -7.894  0.0000
F11 -2.353 1.633 -6.764  0.0000
F12 -0.288 1.068 -6.963  0.0000
H33 -4.544 -1.177 -2.583  0.0000
H34 -4.546 -2.830 -3.009  0.0000
H35 -5.042 -1.709 -4.302  0.0000
H36 -2.485 -2.428 -4.284  0.0000
H37 -2.298 -1.188 -3.034  0.0000
C24 6.517 -0.755 -4.161  0.0000
O12 5.763 -1.334 -3.121  0.0000
C25 4.463 -0.999 -3.099  0.0000
O13 3.786 -0.802 -4.086  0.0000
O14 4.108 -1.090 -1.821  0.0000
C26 2.753 -1.041 -1.572  0.0000
H38 5.990 -0.730 -5.115  0.0000
H39 7.500 -1.206 -4.302  0.0000
H40 6.678 0.257 -3.790  0.0000
H41 2.220 -1.920 -1.934  0.0000
H42 2.262 -0.134 -1.926  0.0000
H43 2.546 -1.003 -0.502  0.0000
C27 0.734 0.791 5.757  0.0005
O15 0.156 0.094 6.859  0.0019
C28 -0.737 -0.809 6.736  0.0070
O16 -1.274 -1.090 5.719  0.0596
O17 -0.812 -1.469 7.899  0.0033
C29 -1.283 -2.763 8.087  0.0035
H44 1.459 0.216 5.181  0.0000
H45 1.262 1.664 6.141  0.0000
H46 -0.018 1.205 5.085  0.0003
H47 -1.065 -3.309 7.169  0.0033
H48 -2.361 -2.673 8.221  0.0006
H49 -0.757 -3.342 8.846  0.0002
C30 0.409 4.776 1.774  0.0000
C31 1.542 5.315 2.445  0.0000
N1 2.435 5.775 2.977  0.0000
H50 0.734 4.245 0.880  0.0000
H51 -0.281 5.524 1.384  0.0000
H52 -0.238 4.171 2.410  0.0000

---

(2)
The following is a DFT calculation (ωB97M-V with the def2-TZVPD basis set) of C31H52I2N2O5RuS2Si as an isolated structure.

## Properties
HOMO (alpha / beta)	-10.52 / -10.61	eV
charge	+1
gap between HOMO and LUMO (alpha / beta)	0.255 / 0.263	hartree
multiplicity	2

Each line ends with the Löwdin spin population.
Cartesian coordinates (Å):
Ru1 0.586 -0.816 1.953  0.8016
I1 -5.047 -1.640 6.392  -0.0006
C1 -3.335 -1.875 5.229  -0.0020
C2 -3.336 -2.770 4.167  0.0004
C3 -2.199 -2.906 3.389  -0.0022
I2 -2.213 -4.234 1.792  0.0006
C4 -1.031 -2.171 3.662  0.0025
O1 0.079 -2.426 2.932  0.0211
C5 -1.065 -1.245 4.720  -0.0013
C6 0.081 -0.308 5.023  0.0003
N1 1.146 -0.441 4.033  -0.0026
C7 2.162 0.610 4.020  0.0000
C8 3.129 0.214 2.938  -0.0004
C9 4.467 0.547 2.957  -0.0004
C10 5.298 0.055 1.962  0.0010
C11 4.761 -0.756 0.978  -0.0003
C12 3.406 -1.027 0.987  0.0020
N2 2.606 -0.546 1.954  -0.0038
C13 -2.209 -1.120 5.500  0.0006
H1 -4.215 -3.357 3.943  0.0001
H2 0.473 -0.497 6.028  -0.0004
H3 -0.271 0.727 5.009  -0.0002
H4 1.605 -1.335 4.202  0.0005
H5 2.682 0.707 4.977  0.0002
H6 1.678 1.559 3.783  0.0000
H7 4.854 1.158 3.761  -0.0001
H8 6.354 0.287 1.968  0.0000
H9 5.377 -1.182 0.200  0.0000
H10 2.930 -1.632 0.230  0.0003
H11 -2.218 -0.407 6.316  0.0001
C14 -0.830 -3.300 -4.670  0.0001
C15 0.568 -3.064 -4.118  -0.0001
C16 1.327 -2.068 -4.983  0.0000
C17 1.331 -4.375 -4.004  0.0000
O2 0.426 -2.570 -2.768  0.0026
Si1 0.590 -1.125 -2.068  0.0158
S1 0.146 -1.743 -0.063  0.0986
O3 -0.385 0.026 -2.667  0.0074
C18 -1.784 0.340 -2.663  0.0006
C19 -1.933 1.561 -1.767  0.0002
C20 -2.623 -0.823 -2.149  0.0021
C21 -2.152 0.680 -4.100  0.0002
O4 2.114 -0.568 -2.269  0.0000
C22 2.622 0.764 -2.488  0.0000
C23 2.187 1.276 -3.856  0.0000
C24 2.124 1.686 -1.382  -0.0002
C25 4.137 0.642 -2.456  0.0000
H12 -0.775 -3.752 -5.661  0.0000
H13 -1.371 -2.357 -4.757  0.0000
H14 -1.389 -3.967 -4.013  0.0000
H15 1.439 -2.465 -5.993  0.0000
H16 2.318 -1.879 -4.571  0.0000
H17 0.786 -1.120 -5.048  0.0000
H18 1.438 -4.841 -4.984  0.0000
H19 0.800 -5.061 -3.345  0.0000
H20 2.325 -4.196 -3.592  0.0000
H21 -1.560 1.318 -0.770  0.0002
H22 -2.976 1.872 -1.700  0.0000
H23 -1.344 2.391 -2.164  0.0000
H24 -2.389 -1.052 -1.107  0.0018
H25 -2.442 -1.719 -2.741  0.0000
H26 -3.682 -0.573 -2.227  0.0001
H27 -1.518 1.486 -4.472  0.0000
H28 -3.193 0.997 -4.163  0.0000
H29 -2.017 -0.191 -4.744  0.0000
H30 1.104 1.352 -3.917  0.0000
H31 2.537 0.601 -4.637  0.0000
H32 2.621 2.261 -4.036  0.0000
H33 1.035 1.747 -1.400  0.0000
H34 2.529 2.691 -1.510  0.0000
H35 2.436 1.313 -0.403  -0.0001
H36 4.476 -0.035 -3.240  0.0000
H37 4.466 0.251 -1.497  0.0000
H38 4.602 1.616 -2.611  0.0000
C26 0.401 4.221 0.642  0.0002
C27 -0.799 4.539 1.523  0.0001
C28 -1.825 3.410 1.603  0.0051
S2 -1.338 2.142 2.779  0.0077
O5 -0.266 1.298 2.099  0.0403
C29 -2.829 1.122 2.839  -0.0004
C30 -3.191 0.380 1.552  -0.0002
C31 -4.364 1.001 0.804  0.0000
H39 1.116 5.044 0.655  0.0000
H40 0.090 4.066 -0.392  0.0000
H41 0.912 3.316 0.970  0.0001
H42 -1.315 5.420 1.136  0.0001
H43 -0.474 4.802 2.534  0.0000
H44 -1.988 2.923 0.640  0.0001
H45 -2.781 3.777 1.984  0.0009
H46 -3.623 1.788 3.189  -0.0001
H47 -2.622 0.426 3.650  -0.0001
H48 -3.438 -0.649 1.820  0.0000
H49 -2.310 0.307 0.909  -0.0002
H50 -5.259 1.008 1.429  0.0000
H51 -4.591 0.429 -0.095  0.0000
H52 -4.162 2.030 0.502  0.0000

---

no.,energy (Eh)
1,-4794.03652
2,-3474.26798